(1)
Formula: C30H49BN4O2P2Pd
Source: OMol25
Level of theory: wB97M-V/def2-TZVPD

Last column: Löwdin charge in e.
Element x y z (Å)
Pd 0.4795 -0.5616 -0.5685  0.32
C -2.6376 3.0822 0.2835  -0.13
C -1.1190 3.1166 0.4509  -0.67
C -0.6579 4.5701 0.5606  -0.10
C -0.7595 2.3968 1.7555  -0.11
P -0.3667 1.9186 -0.9021  1.12
C 1.4172 2.6130 -0.8542  -0.29
N 2.1092 1.9312 0.1963  -0.05
B 1.8913 0.4985 0.3799  -0.63
N 2.3158 0.2890 1.7555  -0.03
C 1.9390 -0.8212 2.5794  -0.31
P 0.6773 -1.8942 1.6676  1.09
C -0.2734 -2.5952 3.2964  -0.68
C -1.1449 -3.7467 2.7947  -0.13
C 0.4155 -2.9781 4.6060  -0.12
C -1.2198 -1.4209 3.5735  -0.16
C 1.8562 -3.3118 1.1199  -0.69
C 3.0411 -2.6887 0.3761  -0.15
C 1.0776 -4.1318 0.0941  -0.13
C 2.3929 -4.2083 2.2342  -0.11
C 2.8142 1.4431 2.2755  -0.20
C 3.3408 1.7235 3.5231  -0.05
C 3.7706 3.0194 3.7973  -0.16
C 3.6602 4.0179 2.8478  -0.16
C 3.1063 3.7633 1.5944  -0.06
C 2.6806 2.4780 1.2975  -0.21
C -0.8422 2.5456 -2.6598  -0.70
C 0.1185 1.8103 -3.6018  -0.14
C -0.7735 4.0496 -2.9022  -0.11
C -2.2532 2.0387 -2.9661  -0.12
H -3.1412 3.4195 1.1935  0.07
H -2.9590 2.0637 0.0723  0.07
H -2.9605 3.7274 -0.5315  0.06
H -1.2711 5.0833 1.3070  0.07
H -0.7510 5.1115 -0.3775  0.05
H 0.3739 4.6307 0.8964  0.05
H -1.4029 2.7204 2.5783  0.08
H 0.2718 2.5988 2.0349  0.07
H -0.8628 1.3160 1.6313  0.06
H 1.4460 3.6982 -0.7208  0.07
H 1.8889 2.3554 -1.8084  0.07
H 1.4630 -0.4315 3.4901  0.08
H 2.8134 -1.4090 2.8985  0.08
H -0.6077 -4.6940 2.7839  0.06
H -1.4791 -3.5169 1.7826  0.06
H -2.0276 -3.8752 3.4286  0.07
H 0.9823 -3.9005 4.5171  0.05
H -0.3415 -3.1321 5.3835  0.06
H 1.0866 -2.1924 4.9483  0.06
H -1.6971 -1.1205 2.6406  0.06
H -0.6868 -0.5588 3.9731  0.06
H -1.9998 -1.6997 4.2881  0.07
H 2.6490 -1.9848 -0.3753  0.02
H 3.6201 -3.4688 -0.1249  0.07
H 3.7109 -2.1440 1.0391  0.06
H 0.6259 -3.4235 -0.6048  0.04
H 0.2886 -4.7193 0.5608  0.06
H 1.7345 -4.8038 -0.4648  0.07
H 2.8193 -3.6160 3.0407  0.06
H 3.1794 -4.8567 1.8390  0.07
H 1.6194 -4.8542 2.6412  0.05
H 3.4089 0.9556 4.2848  0.09
H 4.1825 3.2494 4.7744  0.08
H 3.9962 5.0203 3.0890  0.08
H 3.0076 4.5717 0.8781  0.09
H 1.0903 2.2975 -3.6652  0.06
H -0.2961 1.7743 -4.6109  0.07
H 0.2583 0.7842 -3.2446  0.04
H 0.1934 4.4441 -2.6011  0.06
H -1.5569 4.5715 -2.3559  0.06
H -0.9102 4.2662 -3.9644  0.07
H -2.3229 0.9821 -2.7134  0.07
H -2.4797 2.1524 -4.0297  0.07
H -3.0125 2.5791 -2.4049  0.05
O -1.2649 -2.2217 -0.6977  -0.25
N -1.9533 -2.4396 -1.7490  -0.04
N -1.4720 -1.9370 -2.8622  -0.28
O -0.3740 -1.2465 -2.9673  -0.19
C -2.2858 -2.0971 -3.9694  -0.19
C -2.2471 -1.1794 -5.0318  -0.02
C -3.1144 -1.3106 -6.0888  -0.11
C -3.9980 -2.3904 -6.1537  -0.13
C -3.9906 -3.3431 -5.1346  -0.12
C -3.1620 -3.1975 -4.0502  -0.04
H -1.5434 -0.3646 -4.9660  0.09
H -3.1210 -0.5746 -6.8879  0.09
H -4.6821 -2.4913 -6.9858  0.08
H -4.6363 -4.2125 -5.2131  0.09
H -3.1550 -3.9125 -3.2444  0.10

Atomic forces in eV per Å
0.0 0.7 0.4
0.2 -0.1 -0.1
-0.1 -0.3 -0.2
0.0 -0.2 -0.1
0.0 -0.2 -0.1
0.6 0.3 -0.1
-0.3 -0.1 -0.4
0.2 0.1 0.0
-0.9 -0.8 -0.6
0.4 0.0 0.2
-0.2 -0.3 0.1
0.4 -0.1 0.1
0.0 0.1 -0.2
0.2 0.1 0.0
0.0 0.1 -0.3
0.1 -0.1 -0.1
0.0 -0.1 0.0
-0.2 0.2 -0.2
-0.1 0.2 -0.1
-0.1 0.1 -0.1
0.2 0.4 0.3
-0.1 -0.3 0.0
0.1 0.3 0.2
0.1 0.2 0.3
-0.1 0.0 -0.3
0.3 0.3 0.4
-0.1 0.1 0.2
0.1 -0.2 0.3
0.0 -0.2 0.1
0.1 0.0 0.1
0.0 0.1 0.1
-0.2 -0.1 0.0
-0.1 0.1 -0.1
-0.1 0.1 0.1
0.0 0.1 -0.1
0.1 0.0 0.0
-0.1 0.1 0.1
0.1 0.0 0.1
0.0 -0.1 0.1
0.0 0.0 0.0
-0.1 0.1 0.1
0.0 -0.1 0.0
-0.1 0.0 0.0
0.1 -0.1 -0.1
-0.1 -0.1 -0.1
-0.1 0.0 0.1
0.1 -0.1 0.0
-0.1 0.0 0.2
0.1 0.1 0.1
-0.1 0.1 0.0
0.0 0.1 0.0
0.0 -0.1 0.1
0.3 -0.2 0.2
0.1 -0.3 0.0
0.1 0.1 0.1
0.0 -0.2 -0.1
-0.1 -0.1 0.0
0.1 -0.1 0.0
0.1 0.0 0.2
0.1 -0.1 -0.1
-0.1 0.0 0.1
0.0 -0.1 0.0
0.0 0.0 0.0
0.0 0.0 0.0
0.0 -0.1 -0.1
0.1 0.0 0.0
-0.1 0.0 -0.2
0.1 0.1 -0.2
0.1 0.2 0.0
-0.1 0.1 0.1
0.0 0.0 -0.2
-0.1 -0.1 0.0
0.0 0.0 -0.1
-0.1 0.0 0.1
-0.9 -0.3 -1.9
0.5 0.2 1.0
0.7 0.2 1.2
-0.2 -0.2 0.0
-1.1 -0.4 -1.1
0.5 -0.1 0.9
-0.6 -0.4 -0.5
0.1 0.1 0.1
-0.3 0.2 -0.5
0.5 0.3 0.3
0.1 0.1 0.0
0.1 0.0 0.1
0.0 0.0 -0.1
0.0 0.1 0.1
0.0 -0.1 0.0

Summary:
Net charge = -2
Maximum force = 2.11 eV/Å
E_HOMO = 1.5 eV
LUMO = 0.1698 hartree
Relative energy (zero: lowest compared OMol25 entry of this formula, charge and spin) = 0.056 eV
Gap between HOMO and LUMO = 3.09 eV


(2)
Formula: C30H49BN7O5Sc
Source: OMol25
Level of theory: wB97M-V/def2-TZVPD

Last column: Löwdin charge in e.
Element x y z (Å)
Sc -0.2315 -0.8040 0.2010  1.03
O 1.8659 -0.9876 1.6540  -0.08
C 1.9550 -1.8748 2.7764  -0.17
C 0.5855 -1.9743 3.4257  -0.15
N -0.4483 -2.2935 2.4469  -0.17
C -1.8127 -2.1108 2.9516  -0.09
C -2.6596 -1.3013 1.9297  -0.30
O -3.6502 0.7681 1.2774  -0.03
O -1.9979 -1.1541 0.7246  -0.28
C -0.2574 -3.6243 1.8619  -0.07
C 0.7165 -3.5649 0.6780  -0.61
O 1.6265 -4.3681 0.5850  0.07
O 0.4558 -2.6004 -0.1400  -0.13
H 2.5679 -1.2243 1.0333  0.10
H 2.6642 -1.4707 3.5032  0.13
H 2.2990 -2.8582 2.4566  0.12
H 0.3480 -1.0062 3.8676  0.11
H 0.6435 -2.7227 4.2300  0.14
H -1.7919 -1.6030 3.9085  0.09
H -2.2822 -3.0819 3.1248  0.13
H -1.2060 -3.9581 1.4391  0.14
H 0.0912 -4.3578 2.5959  0.14
C 0.1902 4.1850 -2.0871  -0.02
C -0.4330 2.8317 -2.0126  -0.25
C -1.4733 2.3288 -2.7631  0.03
C -1.6567 1.0071 -2.3294  -0.21
N -0.7919 0.7440 -1.3473  0.05
N -0.0301 1.8630 -1.1717  0.04
B 1.1724 1.9153 -0.2047  -0.49
N 0.6325 1.8085 1.2432  0.04
N -0.4732 1.0523 1.4919  0.07
C -0.9629 1.4437 2.6678  -0.20
C -0.1239 2.4306 3.2118  0.04
C 0.8664 2.6410 2.2750  -0.25
C 2.0036 3.6029 2.3444  -0.01
C -2.2884 1.0482 3.2810  -0.40
C -2.0719 0.5584 4.7301  -0.04
C -3.1728 0.0886 2.4264  -0.26
C -3.1262 2.3438 3.3970  -0.03
N 2.1319 0.7528 -0.5818  0.01
N 1.6709 -0.2914 -1.3311  0.07
C 2.7288 -0.8465 -1.9266  -0.21
C 3.8980 -0.1916 -1.4953  0.03
C 3.4788 0.8128 -0.6519  -0.28
C 4.3020 1.8334 0.0567  -0.01
C 2.6478 -1.8669 -3.0459  -0.53
C 3.8717 -1.6933 -3.9536  -0.06
C 1.3833 -1.6024 -3.8727  -0.04
C 2.6376 -3.3082 -2.5273  -0.03
C -2.6382 0.0225 -2.9260  -0.53
C -4.0638 0.4455 -2.5398  -0.03
C -2.3995 -1.4163 -2.4667  -0.04
C -2.4913 0.0710 -4.4534  -0.04
H -0.3518 4.7897 -2.8109  0.08
H 0.1632 4.6886 -1.1203  0.08
H 1.2326 4.1155 -2.4013  0.09
H -2.0100 2.8495 -3.5381  0.11
H 1.7554 2.9486 -0.3225  0.11
H -0.2408 2.9441 4.1511  0.12
H 1.8808 4.2400 3.2175  0.08
H 2.9544 3.0773 2.4321  0.07
H 2.0513 4.2287 1.4535  0.08
H -1.1824 -0.0562 4.8447  0.06
H -1.9455 1.4171 5.3904  0.08
H -2.9413 -0.0026 5.0806  0.09
H -3.5844 -1.8636 1.7353  0.15
H -4.0516 -0.1076 3.0520  0.15
H -3.0488 0.4976 0.5666  0.06
H -2.6169 3.0710 4.0289  0.08
H -3.3011 2.7848 2.4194  0.09
H -4.0948 2.1145 3.8483  0.10
H 4.9144 -0.3900 -1.7908  0.11
H 5.3548 1.6655 -0.1593  0.08
H 4.0351 2.8429 -0.2619  0.08
H 4.1566 1.7766 1.1361  0.07
H 3.9947 -0.6526 -4.2599  0.09
H 4.7832 -2.0222 -3.4505  0.08
H 3.7450 -2.3034 -4.8492  0.09
H 1.4567 -0.6437 -4.3916  0.09
H 1.2451 -2.3922 -4.6137  0.09
H 0.5103 -1.5732 -3.2242  0.05
H 3.4699 -3.4873 -1.8451  0.09
H 1.7208 -3.5161 -1.9917  0.06
H 2.7223 -4.0024 -3.3674  0.09
H -4.1959 0.4240 -1.4568  0.08
H -4.2815 1.4560 -2.8904  0.09
H -4.7884 -0.2374 -2.9887  0.09
H -2.6406 -1.5407 -1.4151  0.06
H -3.0359 -2.0909 -3.0418  0.09
H -1.3618 -1.7192 -2.6281  0.06
H -2.6684 1.0755 -4.8400  0.08
H -1.4891 -0.2433 -4.7521  0.08
H -3.2153 -0.6040 -4.9137  0.09

Atomic forces in eV per Å
0.7 0.4 0.3
0.0 0.0 0.0
-0.2 0.0 0.1
0.1 0.1 -0.1
0.1 0.0 0.1
0.0 0.2 -0.2
-0.4 0.2 0.1
0.0 -0.1 0.1
-0.9 -0.2 0.0
0.2 0.2 -0.3
0.0 -0.5 0.5
-0.1 0.1 -0.2
0.2 -0.9 -0.6
0.0 0.1 -0.1
0.0 0.0 0.0
0.1 0.0 0.0
0.0 0.0 0.0
0.0 0.0 0.0
0.1 -0.1 0.0
0.0 0.0 0.0
0.0 0.0 0.1
0.0 0.0 0.0
0.1 -0.1 0.1
-0.1 0.0 -0.1
0.0 0.0 0.0
0.2 0.0 0.1
-0.4 0.2 -0.3
0.0 0.2 0.0
-0.1 -0.3 0.0
0.1 0.4 0.2
0.1 0.1 0.2
0.1 0.1 0.1
0.0 -0.1 0.0
-0.1 0.0 0.1
0.0 0.0 -0.1
-0.1 0.0 -0.1
0.0 0.0 -0.1
0.1 -0.1 -0.1
0.0 0.0 0.0
0.2 0.0 -0.1
0.3 -0.1 -0.2
0.0 0.2 0.1
0.0 0.0 0.1
0.1 0.0 0.0
-0.1 0.1 0.0
-0.1 -0.1 0.0
0.0 0.0 0.0
0.1 0.0 0.1
0.0 0.1 0.0
-0.1 -0.1 0.0
0.1 0.0 0.0
0.1 0.1 0.1
0.0 0.0 0.0
0.0 0.0 0.0
0.0 0.0 0.0
0.0 0.0 0.0
0.0 0.0 0.0
0.0 0.1 0.0
0.0 0.0 0.0
0.0 0.0 0.0
0.0 0.0 0.0
0.0 0.0 0.0
0.0 0.0 0.1
0.0 0.0 0.0
0.0 0.0 0.0
0.0 0.0 0.0
0.0 0.0 0.1
0.0 0.0 -0.1
0.0 0.0 0.0
0.0 0.0 0.0
0.0 0.0 0.0
0.0 0.0 0.0
0.0 0.0 0.0
0.0 0.0 0.0
0.0 0.0 0.0
0.0 0.0 0.0
0.0 0.0 0.0
0.0 0.0 0.0
-0.1 0.0 0.0
0.0 0.0 0.0
0.0 0.0 0.0
0.0 0.0 0.0
-0.1 -0.1 0.1
0.0 0.0 0.0
0.0 0.0 0.0
0.0 0.0 0.0
0.0 0.0 0.0
0.0 0.0 0.1
0.0 0.0 0.0
-0.1 0.0 0.0
0.0 0.0 0.0
0.0 0.0 0.0
0.0 0.0 0.0

Summary:
Maximum force = 1.14 eV/Å
E_HOMO = -8.8 eV
LUMO = 0.0155 hartree
Relative energy (zero: lowest compared OMol25 entry of this formula, charge and spin) = 0.599 eV
Gap between HOMO and LUMO = 9.19 eV